ORCA calculation (ωB97M-V/def2-TZVPD) on a 11-piece molecular cluster, C36H89N11O11 overall in a non-equilibrium geometry.

Each line ends with the Mulliken charge.
Positions of all 147 atoms, in Å:
C 7.902 -5.519 -0.013  -0.798
O 8.683 -6.434 -0.787  -0.343
C 8.151 -7.774 -0.745  -0.716
C 9.164 -8.695 -1.354  0.518
C 8.653 -10.171 -1.567  -1.469
N 10.319 -8.851 -0.470  -0.717
H 8.104 -4.527 -0.418  0.257
H 8.306 -5.550 0.999  0.312
H 6.822 -5.614 0.094  0.336
H 7.740 -7.949 0.249  0.353
H 7.239 -7.821 -1.340  0.359
H 9.445 -8.299 -2.330  0.245
H 8.353 -10.647 -0.633  0.357
H 9.444 -10.871 -1.835  0.404
H 7.802 -10.322 -2.232  0.366
H 10.061 -9.446 0.304  0.258
H 10.518 -7.977 -0.005  0.277
C 1.621 -1.562 -2.215  -0.752
O 0.275 -1.138 -1.870  -0.302
C -0.043 -0.844 -0.535  -0.492
C -1.431 -0.072 -0.448  0.153
C -1.472 1.201 -1.282  -1.129
N -1.567 0.522 0.859  -0.692
H 2.323 -0.748 -2.033  0.306
H 1.707 -1.727 -3.289  0.247
H 1.795 -2.567 -1.829  0.289
H 0.059 -1.808 -0.037  0.371
H 0.634 -0.176 -0.002  0.208
H -2.234 -0.789 -0.620  0.424
H -0.632 1.770 -0.884  0.250
H -2.419 1.731 -1.179  0.345
H -1.361 0.998 -2.347  0.295
H -1.581 -0.182 1.583  0.243
H -0.731 1.053 1.054  0.237
C 3.175 1.908 4.147  -0.735
O 3.311 3.164 3.509  -0.274
C 4.547 3.213 2.798  -0.705
C 4.593 4.403 1.847  0.547
C 3.620 4.294 0.755  -1.428
N 5.895 4.761 1.274  -0.723
H 4.023 1.750 4.814  0.299
H 3.045 1.149 3.376  0.297
H 2.255 1.841 4.729  0.244
H 5.337 3.423 3.519  0.302
H 4.821 2.314 2.247  0.349
H 4.328 5.285 2.431  0.282
H 3.627 5.231 0.198  0.358
H 2.603 4.194 1.135  0.339
H 3.759 3.441 0.091  0.336
H 6.248 3.944 0.797  0.246
H 6.605 4.958 1.964  0.263
C 8.051 4.188 -6.913  -0.896
N 7.519 3.345 -5.874  0.099
C 6.398 2.506 -6.293  -0.929
C 8.069 3.207 -4.596  0.197
O 7.660 2.425 -3.678  -0.615
H 7.243 4.905 -7.058  0.326
H 8.336 3.600 -7.786  0.292
H 9.005 4.575 -6.554  0.305
H 6.279 1.821 -5.454  0.305
H 5.480 2.992 -6.623  0.286
H 6.729 1.868 -7.112  0.344
H 8.873 3.939 -4.424  0.283
C -2.424 -6.640 5.862  -0.854
N -2.600 -5.237 5.308  0.069
C -2.859 -5.157 3.853  -0.939
C -2.473 -4.124 6.100  0.184
O -2.422 -3.053 5.614  -0.548
H -3.211 -7.360 5.639  0.300
H -2.346 -6.664 6.949  0.275
H -1.541 -7.070 5.389  0.318
H -3.651 -5.883 3.671  0.339
H -3.287 -4.171 3.675  0.302
H -2.029 -5.432 3.202  0.285
H -2.420 -4.402 7.165  0.269
C -0.388 7.803 4.239  -0.925
N -0.039 8.838 3.218  0.116
C -0.900 8.884 2.049  -0.925
C 0.978 9.692 3.455  0.173
O 1.297 10.580 2.663  -0.606
H 0.307 7.824 5.078  0.288
H -0.382 6.781 3.859  0.299
H -1.321 8.125 4.702  0.345
H -0.611 9.627 1.305  0.313
H -1.089 7.907 1.605  0.292
H -1.843 9.330 2.364  0.336
H 1.595 9.549 4.355  0.296
C -7.632 -0.876 6.593  -0.923
N -8.760 -1.778 6.313  0.064
C -8.272 -3.141 5.946  -0.983
C -10.017 -1.350 6.284  0.269
O -10.908 -2.099 5.891  -0.616
H -6.890 -0.929 5.796  0.335
H -7.027 -1.243 7.422  0.308
H -7.908 0.178 6.637  0.296
H -7.586 -3.014 5.108  0.360
H -7.717 -3.728 6.677  0.302
H -9.018 -3.782 5.476  0.330
H -10.130 -0.275 6.497  0.257
C -2.236 -5.877 -3.390  -0.890
N -3.562 -5.199 -3.385  0.072
C -4.557 -5.981 -2.642  -0.906
C -3.803 -4.160 -4.179  0.260
O -4.893 -3.631 -4.244  -0.587
H -1.529 -5.213 -3.888  0.260
H -2.266 -6.811 -3.951  0.326
H -1.936 -6.105 -2.367  0.298
H -4.219 -6.343 -1.671  0.277
H -5.511 -5.460 -2.556  0.316
H -4.848 -6.885 -3.177  0.344
H -2.883 -3.695 -4.567  0.231
C -7.063 6.505 3.400  -0.837
N -7.797 5.214 3.518  0.055
C -7.309 4.063 2.733  -0.873
C -9.072 5.175 4.016  0.127
O -9.862 4.253 3.856  -0.577
H -6.067 6.330 3.806  0.275
H -7.579 7.330 3.890  0.307
H -7.007 6.720 2.333  0.328
H -7.683 4.028 1.710  0.289
H -6.225 4.145 2.661  0.341
H -7.566 3.154 3.277  0.290
H -9.304 6.117 4.537  0.275
C -9.051 8.502 -2.288  -0.815
N -7.662 8.734 -2.459  0.078
C -7.278 10.148 -2.524  -0.953
C -6.756 7.805 -2.687  0.162
O -5.646 8.076 -3.151  -0.619
H -9.444 8.881 -3.231  0.312
H -9.340 9.135 -1.448  0.252
H -9.308 7.460 -2.096  0.303
H -6.201 10.286 -2.425  0.300
H -7.688 10.566 -3.444  0.330
H -7.647 10.711 -1.668  0.345
H -7.003 6.787 -2.348  0.305
C 3.769 -6.867 -6.672  -0.889
N 5.102 -6.797 -7.387  0.085
C 6.008 -5.855 -6.724  -0.979
C 5.291 -7.475 -8.457  0.232
O 6.300 -7.360 -9.159  -0.620
H 3.904 -7.039 -5.604  0.299
H 3.135 -7.679 -7.026  0.305
H 3.205 -5.951 -6.850  0.314
H 5.718 -4.812 -6.848  0.308
H 6.196 -6.151 -5.692  0.353
H 7.041 -6.021 -7.030  0.336
H 4.575 -8.303 -8.572  0.255

Force components x, y, z for each atom (eV/Å):
1.35 0.49 0.35
-1.24 -0.51 0.01
-1.12 1.23 -0.77
-0.08 -2.30 0.87
-0.16 0.17 0.48
0.53 0.33 -0.01
-0.03 -0.02 0.01
-0.08 0.14 0.29
-0.12 -0.71 -0.68
0.77 -0.68 0.49
-0.26 0.23 -0.53
0.22 0.18 0.12
-0.33 0.49 0.50
0.32 0.54 -0.62
0.13 0.37 -0.23
-0.13 -0.41 -0.01
0.23 0.44 -0.26
-1.45 0.34 -0.13
0.79 0.32 -1.60
-0.44 0.23 -0.44
0.93 -0.35 0.11
0.18 -1.05 -1.31
-0.31 -0.81 1.56
0.32 -0.41 0.74
-0.69 0.27 -0.21
0.58 0.27 0.79
-0.81 -0.06 0.82
0.72 0.29 -0.39
-0.19 0.25 -0.16
-0.09 0.52 -0.47
0.17 -0.06 0.41
0.38 0.12 -0.03
-0.19 -0.23 0.27
0.09 0.35 0.03
-0.41 0.17 -0.23
0.17 -0.22 -0.56
0.60 1.09 0.41
0.34 0.94 0.92
-1.64 0.27 -0.99
0.12 -0.91 0.07
0.10 -0.43 -0.06
0.53 -0.42 0.05
0.01 0.57 0.10
0.31 -0.39 0.32
-0.39 -0.46 0.03
-0.26 0.02 0.26
0.09 -0.19 -0.33
-0.03 -0.09 0.22
0.38 0.01 -0.13
0.19 -0.13 -0.49
-0.11 0.17 0.40
0.36 -0.20 1.06
-0.13 -1.17 1.54
1.10 -1.11 0.64
-2.04 -1.61 1.02
1.24 2.43 -3.25
0.67 0.53 -0.83
-0.51 0.03 -0.25
-0.25 0.73 -0.01
-0.72 0.12 -0.01
0.15 0.45 0.43
0.06 0.05 -0.29
0.08 -0.24 -0.04
0.10 1.12 -0.66
-0.01 -2.49 0.47
-0.84 -0.11 1.36
-0.02 -3.39 -0.58
0.01 3.29 -0.32
-0.55 0.53 -0.36
0.31 0.42 -0.08
0.28 0.04 0.31
-0.07 -0.06 -0.20
0.45 -0.02 -0.33
0.28 0.38 0.23
0.06 0.31 0.16
0.30 1.41 -0.05
0.25 -1.84 1.21
-0.59 1.16 0.25
0.63 1.17 -1.94
-0.31 -0.52 0.76
0.38 0.16 -0.27
-0.32 0.20 -0.26
-0.43 -0.58 -0.24
0.85 -0.40 0.06
0.26 0.03 0.11
-0.51 -0.42 0.17
-0.51 -0.38 0.19
0.27 -0.50 -0.53
3.24 -0.56 0.74
-0.57 0.48 -1.39
-1.16 -1.57 -1.60
-0.19 1.01 0.73
-0.22 -0.06 -0.56
-0.44 0.36 0.61
-0.25 -0.22 0.50
0.35 0.29 0.02
-0.32 0.54 0.63
-0.55 0.34 0.62
-0.15 -0.12 0.22
-0.86 0.79 -0.39
1.67 -2.94 1.34
-0.93 0.18 -0.84
-0.86 1.31 1.05
-0.13 0.10 -0.72
0.16 -0.07 0.24
-0.14 -0.10 -0.03
0.11 0.19 -0.05
0.34 0.55 0.03
0.34 0.44 0.20
0.31 -0.20 -0.38
-0.01 -0.23 -0.45
-0.43 -1.56 -0.33
-0.40 0.24 -0.09
0.24 0.61 0.64
0.16 -0.41 -0.93
0.77 0.74 0.43
0.04 0.43 -0.01
0.02 -0.27 0.17
0.25 0.29 -0.02
-0.34 0.06 0.06
0.04 -0.05 0.13
-0.06 0.03 -0.26
-0.27 -0.09 0.19
-0.10 0.52 0.01
0.63 1.27 1.05
0.09 -0.22 0.04
2.51 -0.19 -0.59
-0.67 -0.71 0.49
-1.14 -0.24 0.20
-0.67 -0.15 -0.06
0.11 0.08 -0.17
-0.07 -0.42 -0.66
0.29 0.34 -0.02
-0.66 -0.24 0.05
-0.35 -0.04 -0.32
0.78 -0.19 -0.69
-2.95 2.29 5.11
1.21 -0.90 -0.50
2.90 -1.87 -2.84
-1.02 -0.25 0.10
0.21 0.23 -0.03
0.33 -0.11 -0.32
0.14 0.15 0.18
0.00 -0.13 0.13
-1.10 0.23 0.42
-0.19 0.30 -1.09
-0.30 0.25 -0.48

Results
E_LUMO (eV): -0.05
E_HOMO (eV): -9.2
Relative energy (zero: lowest compared OMol25 entry of this formula, charge and spin) (kcal/mol): 0.00
Kohn-Sham gap (eV): 9.16
SMILES: COC[C@H](C)N.COC[C@H](C)N.COC[C@H](C)N.CN(C)C=O.CN(C)C=O.CN(C)C=O.CN(C)C=O.CN(C)C=O.CN(C)C=O.CN(C)C=O.CN(C)C=O
Energy (eV): -77682.553
Charge: 0
2S+1: 1